C18H15N5OS | ωB97M-V/def2-TZVPD

Cartesian coordinates (Å):
C  -5.947  2.420  1.175
C  -4.781  2.616  2.061
N  -4.684  3.437  3.077
N  -3.479  3.330  3.634
C  -2.804  2.428  2.960
C  -1.509  1.889  3.072
C  -1.139  0.944  2.165
C  -2.052  0.528  1.145
N  -3.260  1.016  1.045
N  -3.607  1.936  1.930
C  -1.686  -0.496  0.158
C  -0.357  -0.699  -0.197
C  -0.026  -1.675  -1.128
C  -1.032  -2.443  -1.710
C  -2.354  -2.232  -1.364
C  -2.686  -1.265  -0.435
H  -3.713  -1.094  -0.155
H  -3.128  -2.829  -1.821
H  -0.777  -3.204  -2.435
N  1.296  -1.923  -1.519
C  2.446  -1.375  -1.031
O  2.498  -0.543  -0.158
C  3.690  -1.963  -1.708
C  4.890  -1.113  -1.476
C  5.625  -0.429  -2.394
C  6.686  0.302  -1.815
C  6.734  0.165  -0.466
S  5.484  -0.853  0.127
H  7.425  0.605  0.224
H  7.377  0.901  -2.381
H  5.424  -0.449  -3.451
H  3.843  -2.960  -1.280
H  3.518  -2.067  -2.781
H  1.391  -2.635  -2.230
H  0.428  -0.093  0.223
H  -0.165  0.485  2.217
H  -0.862  2.232  3.863
H  -6.711  3.149  1.428
H  -6.349  1.415  1.299
H  -5.649  2.540  0.135

Summary:
Maximum force (eV Å⁻¹): 1.4
Structure (SMILES): Cc1nnc2ccc(-c3cccc(NC(=O)Cc4cccs4)c3)nn12
Charge: 0
ΔE to the lowest compared entry with this formula, charge and spin (kJ/mol): 30.5


C7H13N | ωB97M-V/def2-TZVPD

Cartesian coordinates (Å):
C  -0.747  1.890  1.498
C  -0.377  1.053  0.221
C  -0.501  2.001  -0.915
C  0.379  -0.061  0.044
C  0.884  -0.443  -1.162
C  0.469  -0.929  1.226
C  0.367  -2.246  0.941
H  -1.652  2.425  1.338
H  0.388  2.537  1.966
H  -1.059  1.049  2.290
H  -1.281  1.826  -1.781
H  0.723  2.084  -1.583
H  -0.595  3.362  -0.405
H  2.109  -0.938  -1.258
H  0.973  0.422  -1.827
H  -0.727  -1.614  -0.668
H  -0.198  -2.292  -2.305
H  0.283  -0.495  2.172
H  0.081  -3.125  -0.026
H  -0.059  -2.936  1.911
N  -0.261  -1.412  -1.564

Summary:
Maximum force (eV Å⁻¹): 7.7
Charge: 0
ΔE to the lowest compared entry with this formula, charge and spin (kJ/mol): 911.5


C11H35InO5PS4 | ωB97M-V/def2-TZVPD

Cartesian coordinates (Å):
C  0.254  -2.419  1.050
C  -0.566  -1.119  0.664
In  -2.267  -1.849  -0.641
P  -4.059  -2.662  1.027
C  -5.197  -1.163  1.199
O  -5.002  -3.911  0.281
H  1.142  -2.464  0.404
H  -0.335  -3.327  0.846
H  0.509  -2.395  2.120
H  -0.971  -0.716  1.604
H  0.090  -0.407  0.152
H  -2.953  -0.559  -1.684
H  -1.704  -3.208  -1.699
H  -5.217  -0.900  2.265
H  -6.226  -1.365  0.869
H  -4.793  -0.300  0.651
H  -4.379  -4.380  -0.283
C  -7.863  -2.903  -1.192
S  -7.216  -1.516  -2.140
O  -7.809  -0.274  -1.565
C  -8.141  -1.877  -3.645
H  -7.439  -2.854  -0.192
H  -8.952  -2.836  -1.142
H  -7.556  -3.836  -1.664
H  -9.211  -1.877  -3.431
H  -7.831  -2.847  -4.036
H  -7.914  -1.101  -4.374
C  -0.387  2.716  4.106
S  0.086  1.190  3.267
O  -0.842  0.136  3.755
C  1.636  0.972  4.160
H  -1.362  3.017  3.726
H  -0.450  2.544  5.181
H  0.346  3.493  3.887
H  1.440  0.914  5.231
H  2.303  1.806  3.937
H  2.088  0.043  3.816
C  5.270  0.146  -1.362
S  3.660  -0.651  -1.232
O  3.051  -0.199  0.048
C  4.293  -2.316  -0.960
H  5.115  1.215  -1.497
H  5.841  -0.029  -0.449
H  5.804  -0.253  -2.226
H  4.925  -2.328  -0.071
H  4.860  -2.635  -1.835
H  3.442  -2.980  -0.813
C  6.163  5.851  -1.633
S  6.677  4.335  -2.458
O  5.749  3.261  -2.010
C  8.206  4.129  -1.529
H  5.193  6.139  -2.034
H  6.078  5.674  -0.561
H  6.890  6.638  -1.835
H  7.983  4.070  -0.463
H  8.871  4.968  -1.734
H  8.677  3.203  -1.856

Summary:
Energy (hartree): -2940.35390
Maximum force (eV Å⁻¹): 1.4
Charge: -1